{"formula": "C52H49N9O4SW", "method": "ωB97M-V with the def2-TZVPD basis set", "species": ["C", "C", "H", "H", "H", "H", "C", "C", "H", "H", "C", "H", "H", "N", "H", "C", "H", "C", "H", "C", "C", "C", "C", "H", "H", "C", "H", "H", "H", "C", "C", "O", "H", "C", "H", "C", "C", "H", "C", "H", "C", "H", "S", "H", "C", "C", "H", "H", "C", "C", "H", "O", "N", "C", "H", "C", "H", "W", "C", "C", "C", "H", "C", "H", "N", "H", "H", "C", "H", "H", "H", "H", "H", "C", "C", "H", "C", "C", "C", "C", "C", "H", "H", "H", "O", "C", "N", "C", "C", "N", "H", "H", "H", "C", "H", "C", "H", "N", "C", "C", "C", "H", "N", "C", "C", "O", "H", "H", "C", "N", "C", "C", "C", "H", "C", "N"], "coordinates": [[-3.611, 9.132, 0.221], [1.741, -5.360, -0.032], [-4.061, -4.824, -0.807], [-7.422, -4.144, 2.532], [7.459, -0.832, 1.199], [-1.870, -1.013, 0.612], [1.518, -0.889, 4.337], [-4.452, -3.301, 1.144], [-3.484, 2.951, 0.824], [-3.955, -7.433, -1.058], [6.562, -1.393, 0.973], [2.595, -0.016, 2.627], [0.790, 6.583, -0.472], [-0.546, 0.488, 0.136], [-3.763, 7.014, 0.393], [6.557, -3.175, -3.018], [-2.614, -3.233, -2.830], [-2.552, 12.580, -0.219], [6.218, -0.521, -2.996], [3.521, 3.016, -0.648], [2.912, -2.499, -2.899], [-6.705, -3.616, 1.919], [-3.520, -4.795, -1.747], [-1.779, 12.674, 0.547], [4.073, 0.673, -2.833], [4.251, -2.840, 0.430], [-5.026, -4.794, 2.569], [-1.942, -5.848, -2.760], [-0.027, -4.225, -0.510], [1.243, 3.660, -0.341], [3.011, -3.565, 0.216], [3.035, -0.827, 0.409], [-3.754, 0.457, 1.116], [-1.743, 0.053, 0.516], [0.049, -2.410, 4.937], [-6.206, -1.878, 0.324], [1.579, -0.438, -2.409], [7.596, -3.270, 0.786], [5.351, -0.734, 0.886], [-3.226, 13.428, -0.160], [4.079, -0.409, -2.843], [3.867, 0.893, -0.539], [-0.676, -2.043, -1.681], [1.050, 0.785, 3.022], [2.873, -1.107, -2.755], [-0.913, 8.720, -0.237], [1.627, 0.637, -2.589], [-1.896, -5.984, -1.009], [1.587, -0.170, 3.006], [0.998, -4.249, -0.211], [3.806, -5.486, 0.425], [0.910, -1.060, 2.074], [7.537, -3.773, -2.972], [-3.336, -7.288, -1.944], [-0.735, 10.840, -0.415], [0.150, 4.560, -0.197], [2.867, 5.046, -0.702], [1.232, -0.845, -0.270], [5.289, -1.074, -2.953], [-2.822, 0.898, 0.793], [0.946, 2.292, -0.209], [-4.661, 9.321, 0.396], [0.149, -1.558, 4.267], [-8.164, -2.282, 1.095], [3.004, -4.911, 0.235], [1.615, -0.208, 5.180], [-1.176, -3.112, 0.813], [5.492, -3.483, 0.499], [5.586, -4.547, 0.324], [2.314, -1.632, 4.403], [1.986, -3.062, -2.888], [-0.965, -1.878, 2.425], [-0.636, -0.842, 4.510], [-3.043, -3.736, 1.238], [-2.677, 2.254, 0.642], [1.493, -6.405, -0.077], [-1.745, 7.629, -0.013], [-1.128, 4.136, 0.104], [5.310, -2.464, -3.012], [0.053, -1.972, 2.805], [6.641, -2.766, 0.756], [-2.096, 12.543, -1.210], [0.421, -2.987, 2.629], [5.289, 0.332, 1.055], [-3.357, 11.429, 0.012], [-2.766, 10.224, -0.008], [-2.811, -3.508, -1.876], [-2.568, -5.976, -1.874], [2.581, 4.010, -0.580], [1.772, -3.106, -0.037], [0.148, 8.592, -0.415], [4.125, -4.252, -3.124], [0.801, -0.832, -3.064], [-1.407, 10.015, -0.238], [-4.171, -1.711, -0.290], [-7.121, -2.566, 1.112], [4.563, 3.240, -0.827], [-2.063, -3.184, 0.328], [3.141, 1.682, -0.481], [-3.108, 7.854, 0.218], [4.200, -1.459, 0.575], [-2.657, -8.135, -2.014], [0.056, 5.927, -0.269], [-1.965, -2.971, -1.007], [4.110, -3.174, -3.026], [-2.596, -4.424, 2.115], [-4.278, -4.802, -2.530], [-3.990, -7.315, -2.817], [-1.252, 6.257, -0.014], [1.883, 1.318, -0.267], [-0.382, 1.836, 0.053], [-4.872, -2.243, 0.337], [-1.424, 2.747, 0.262], [-6.539, -1.061, -0.303], [-5.371, -3.984, 1.942], [-1.986, 5.187, 0.218]], "mulliken_charge": [-0.637, -1.654, 0.145, 0.444, 0.487, 0.058, -0.780, 0.336, 0.658, 0.352, -0.936, -0.047, 0.169, 0.400, 0.484, -0.133, 0.405, -0.844, 0.533, -1.445, -0.312, -0.656, -0.799, 0.347, 0.598, 0.877, 0.498, 0.359, 0.139, 0.753, -0.195, 1.399, 0.643, 0.943, 0.422, -1.181, -1.590, 0.461, -0.607, 0.246, -0.488, 0.917, -0.377, 0.266, 0.500, -0.716, 0.385, 0.053, -0.132, -0.313, 0.205, -0.027, -0.517, -1.443, 0.428, 0.005, 0.502, 1.408, -0.744, -1.611, -0.321, 0.435, -0.898, 0.428, 0.019, 0.439, -0.700, -0.819, 0.393, 0.302, 0.493, -0.176, 0.342, -0.032, -0.888, 0.474, 0.319, 0.681, 0.543, 0.015, -1.091, 0.348, 0.345, 0.643, -0.454, 0.951, 0.053, 0.127, -1.120, 0.864, 0.213, 0.547, 1.062, -0.719, 0.748, -0.455, 0.552, 1.136, -0.935, -0.512, 0.170, 0.392, -0.112, -0.131, -0.750, -0.556, 0.539, 0.381, 0.249, 0.308, -0.541, 0.280, 0.895, 0.455, -0.703, -0.870], "charge": 2, "spin_multiplicity": 3, "homo_lumo_gap_ev": [6.28, 5.72], "s_squared": 2.0157, "lumo_energy_ha": [-0.1975, -0.2181]}

***

{"formula": "C52H50Ge2N2PdS6", "method": "ωB97M-V with the def2-TZVPD basis set", "species": ["H", "H", "Ge", "C", "C", "C", "H", "S", "C", "H", "Ge", "H", "C", "H", "C", "H", "H", "H", "H", "C", "S", "C", "H", "C", "C", "C", "C", "H", "C", "C", "H", "H", "C", "H", "S", "C", "C", "C", "H", "H", "H", "C", "H", "C", "C", "C", "H", "C", "H", "H", "C", "H", "H", "C", "C", "C", "C", "H", "S", "H", "H", "C", "C", "C", "H", "C", "H", "C", "C", "C", "H", "S", "H", "H", "H", "C", "N", "C", "C", "H", "C", "H", "C", "H", "H", "H", "H", "H", "C", "H", "H", "H", "C", "H", "S", "C", "H", "H", "H", "H", "H", "C", "C", "Pd", "C", "C", "C", "H", "C", "C", "C", "N", "C"], "coordinates": [[-4.178, -7.564, -2.145], [-7.087, -0.761, 2.396], [-2.516, -2.722, 1.554], [-5.214, 0.996, 2.747], [-3.776, -4.835, 5.067], [-1.480, -7.202, -1.691], [-4.538, -1.711, 6.096], [-0.869, -1.450, -1.899], [-0.119, -7.058, -1.893], [-4.512, -5.869, -2.533], [-2.552, -2.667, -1.362], [-4.185, 4.032, 3.345], [-1.946, -5.312, -3.101], [-3.460, 3.561, 1.808], [-3.385, -4.566, 3.752], [-7.805, -2.463, -1.873], [-5.987, -2.136, 2.299], [-5.378, -2.098, -5.651], [1.495, -8.498, -1.915], [-4.272, 3.337, 2.505], [0.828, 1.075, 1.771], [-2.920, 0.144, 4.064], [0.384, -8.673, -0.549], [2.010, 3.595, -1.188], [-2.599, -8.364, 1.909], [-3.401, -3.207, -3.100], [-5.327, -5.709, 1.906], [-3.760, -5.864, 5.410], [-3.870, -6.531, -1.954], [-4.310, -2.387, -3.824], [-0.908, -4.783, 4.246], [-4.581, -8.173, 1.101], [-5.108, -0.336, 3.127], [-3.315, 0.902, -5.274], [0.753, 1.205, -1.486], [-2.911, -4.364, -3.751], [-3.386, -3.245, 3.269], [-4.986, -1.135, -3.333], [-4.033, -6.314, -0.896], [1.384, -5.922, -2.920], [-5.816, -5.410, 2.837], [-0.670, -5.794, 3.922], [-7.881, -0.158, -1.850], [-7.147, 2.433, -2.242], [1.449, 2.455, -0.491], [-3.797, -7.686, 1.677], [-2.433, 0.839, -3.737], [-6.237, -1.237, -2.690], [-8.135, 2.457, -2.711], [-6.183, -3.149, -1.703], [-3.029, -5.799, 2.963], [-2.915, -5.587, -5.503], [-6.982, -3.180, -3.275], [-4.193, -3.881, -5.736], [-3.060, 1.463, 3.652], [-4.186, 1.904, 2.974], [-1.804, -6.436, 3.156], [-0.495, -4.195, -5.282], [-0.730, -1.629, 2.003], [-0.412, -6.384, 4.807], [1.555, -7.353, -0.573], [-2.407, -6.342, -2.280], [-2.406, -9.780, 1.420], [-1.679, -0.227, 4.838], [-4.494, -4.133, -6.747], [-3.824, -2.217, 4.147], [-5.160, -4.799, 1.316], [-5.164, 1.262, -3.250], [-6.271, -1.277, 2.907], [-4.180, -3.824, 5.919], [-1.643, 0.334, 5.777], [-2.095, -4.369, 0.069], [0.220, -5.735, 3.290], [-1.845, -7.974, -1.020], [-2.247, 2.161, 3.846], [-6.392, 1.184, -2.624], [2.536, 4.333, 2.233], [-4.021, -6.411, 2.175], [-3.150, 0.310, -4.367], [-2.692, -0.635, -4.648], [-1.607, -7.711, 2.617], [-6.603, 3.330, -2.545], [-4.453, 0.122, -3.629], [-4.735, 2.238, -3.466], [-6.007, -6.356, 1.345], [-2.515, -9.854, 0.337], [-0.652, -8.208, 2.781], [-4.471, -4.050, 6.940], [-3.932, -0.774, 3.749], [-6.645, -1.661, 3.862], [-0.791, 0.021, 4.255], [1.035, -4.175, -4.384], [-0.051, -4.108, -4.288], [-1.414, -10.153, 1.684], [-3.943, -1.707, 0.127], [0.317, -6.048, -2.745], [-7.294, 2.481, -1.167], [-3.148, -10.449, 1.864], [-5.216, 3.536, 1.998], [-1.634, -1.289, 5.069], [-6.116, 1.321, 2.246], [-3.313, -4.687, -5.045], [-4.213, -2.522, 5.450], [-0.052, -0.320, 0.094], [-4.684, -2.744, -5.122], [-6.839, -2.583, -2.370], [2.077, 3.484, 1.603], [-0.291, -3.113, -3.904], [-0.569, -5.180, -3.362], [0.881, -7.949, -1.195], [1.480, 2.401, 0.846], [2.440, 4.495, -1.766], [-6.918, -0.078, -2.351]], "mulliken_charge": [0.548, 0.460, 0.605, -1.206, -0.432, -0.517, 0.482, -0.344, 0.784, 0.304, 0.743, 0.352, 0.191, 0.339, -0.659, 0.448, 0.108, 0.490, 0.393, -1.584, -0.507, 0.954, 0.286, -0.105, 0.704, 0.668, -1.701, 0.469, -1.192, -0.109, 0.183, 0.257, 0.780, 0.454, -0.448, -0.020, 0.531, 0.278, -0.317, 0.311, 0.455, -2.029, 0.301, -1.482, 0.770, -0.582, 0.339, 1.274, 0.322, 0.108, 0.509, 0.504, 0.315, -1.316, -0.906, 0.842, 0.832, 0.280, -0.483, 0.402, 0.334, 0.457, -1.506, -1.798, 0.355, 0.665, 0.058, -0.915, -1.344, -1.218, 0.475, -0.150, 0.398, 0.239, 0.363, 0.974, -0.586, 1.364, -2.053, 0.269, -0.830, 0.361, 0.764, 0.303, 0.431, 0.332, 0.285, 0.361, 0.035, 0.317, 0.226, 0.410, -1.511, 0.350, 0.006, -1.015, 0.291, 0.384, 0.351, 0.190, 0.247, -0.324, -0.080, -0.554, -0.232, -1.411, -0.111, 0.118, 0.982, -1.541, 0.682, -0.570, -1.067], "charge": -2, "homo_lumo_gap_ev": 5.68, "de_lowest_kj_mol": 0.0, "lumo_energy_ha": 0.1381}

***

{"formula": "C52H51Br2ClN8OYb", "method": "ωB97M-V with the def2-TZVPD basis set", "species": ["H", "H", "H", "H", "C", "H", "H", "C", "N", "H", "H", "H", "H", "C", "H", "C", "N", "C", "H", "C", "C", "H", "H", "H", "C", "C", "C", "N", "N", "H", "C", "C", "Br", "C", "H", "H", "C", "C", "C", "C", "N", "C", "H", "C", "Yb", "C", "H", "H", "C", "H", "O", "C", "C", "Cl", "H", "N", "H", "H", "H", "C", "H", "H", "H", "C", "C", "H", "C", "C", "H", "H", "H", "C", "C", "C", "C", "N", "C", "H", "C", "C", "C", "C", "C", "H", "H", "H", "C", "C", "C", "H", "H", "H", "H", "C", "H", "C", "H", "C", "C", "H", "H", "Br", "C", "C", "C", "H", "C", "H", "C", "H", "N", "C", "H", "H", "C", "H"], "coordinates": [[-2.510, 3.354, 3.506], [-0.157, -4.390, -2.941], [5.877, -1.682, -0.966], [3.020, 0.038, 2.636], [-0.990, 1.050, -4.185], [4.380, 3.222, 1.860], [-3.067, -0.872, -2.389], [-3.498, -2.832, 2.272], [2.080, 5.223, -1.754], [0.748, -1.773, 4.532], [0.706, -2.356, 6.921], [5.364, 0.781, 2.480], [-2.125, 4.875, -3.918], [3.083, -1.139, 0.852], [2.623, 0.147, -2.701], [3.326, 3.108, 2.053], [1.617, 1.587, -1.625], [3.911, -1.684, -0.138], [4.222, -3.417, -1.336], [1.656, 5.727, -0.502], [4.960, 0.107, 1.738], [0.197, 5.871, 0.814], [2.587, -3.286, -0.668], [-5.283, 4.063, -2.167], [1.453, 2.895, -1.418], [2.491, 1.212, -2.557], [3.418, -2.727, -1.093], [1.692, -1.465, 0.932], [0.370, 5.531, -0.125], [-1.316, 2.321, -1.869], [1.318, 3.658, 3.220], [2.710, 3.794, 3.061], [-1.967, -3.494, -1.485], [-1.174, -2.359, 1.883], [4.780, -5.512, 4.153], [-2.770, -4.687, 3.841], [-1.897, 4.766, -0.090], [-1.449, -1.336, 0.957], [-2.590, -1.162, -4.446], [5.236, -1.265, -0.202], [1.272, 2.031, 1.409], [-1.436, 3.428, 3.420], [3.302, -2.805, 2.295], [3.641, -0.298, 1.817], [0.015, 0.161, -0.205], [-0.751, 4.332, 4.243], [2.308, -4.016, 7.811], [1.163, 5.117, 4.779], [1.382, -2.266, 1.925], [2.858, 5.772, -2.106], [2.441, 6.313, 0.208], [2.308, -3.772, 6.761], [0.630, 2.747, 2.372], [-0.024, 2.495, -4.116], [6.782, -0.045, 0.629], [0.150, -2.709, 2.235], [-4.870, -1.612, 1.170], [0.171, -3.404, 2.969], [-3.251, -2.012, -4.543], [-1.597, 1.271, -1.738], [0.719, 3.182, -0.678], [-3.918, 4.083, -0.129], [-0.054, 5.548, -2.814], [-2.066, 4.837, -2.841], [-1.850, -0.726, -5.535], [-1.904, -1.237, -6.481], [-2.828, -1.112, 0.754], [3.202, 2.119, -3.330], [-1.304, 4.942, 4.939], [3.863, 1.764, -4.104], [3.721, -5.177, 2.779], [-2.494, -0.515, -3.233], [5.754, -0.360, 0.705], [2.320, -3.154, 4.058], [-3.067, 4.388, -0.722], [-1.470, 1.739, 1.622], [-3.831, -1.829, 1.380], [-4.560, 4.465, -3.734], [-0.777, 2.638, 2.504], [1.410, -2.844, 6.263], [4.229, -4.734, 3.634], [-0.888, 5.211, -2.221], [3.242, -4.083, 4.556], [3.045, 1.726, 0.438], [3.613, 4.206, -3.653], [-1.835, 4.775, 0.990], [3.062, 3.470, -3.086], [0.608, 4.434, 4.156], [-1.046, 0.391, -5.396], [-1.334, -3.849, 4.406], [-0.477, 0.768, -6.234], [-4.272, -3.401, 2.768], [-1.298, -3.361, -3.902], [-0.750, -3.476, -2.968], [-3.142, -0.344, 0.053], [-2.168, -3.113, 2.540], [3.083, -2.276, -2.023], [-4.407, 3.932, -2.799], [3.221, -4.373, 5.911], [-2.591, 1.242, -1.273], [4.947, -4.002, 3.259], [0.476, -1.954, -2.821], [1.422, -2.526, 4.917], [-0.789, 5.161, -0.835], [2.181, 3.883, -2.078], [3.930, -5.084, 6.306], [-1.681, 0.619, -3.040], [-1.972, 1.034, 2.170], [-3.166, 4.403, -2.109], [-1.230, -4.990, 3.048], [2.372, -2.838, 2.692], [2.560, 2.251, 1.250], [-2.190, 2.263, 1.120], [-4.313, 2.870, -3.034], [-1.844, -4.218, 3.513], [3.254, 4.464, 3.709]], "mulliken_charge": [0.550, 0.520, 0.509, 0.548, 1.196, 0.736, 0.514, -0.996, 0.035, 0.605, 0.429, 0.612, 0.427, -0.724, 0.149, -1.461, 1.856, 1.599, 0.479, 0.084, -0.993, 0.294, 0.233, 0.414, -0.326, -0.563, -1.495, 0.424, 0.191, -1.170, 1.219, -1.241, -0.022, 0.569, 0.434, 0.413, -0.201, 0.586, -1.104, -0.889, 1.496, -0.232, 0.361, 0.131, 0.346, -0.955, 0.416, 0.491, -0.147, 0.338, -0.657, -0.727, -0.224, -0.181, 0.483, 0.106, 0.478, -0.046, 0.574, 0.968, -0.163, 0.387, 0.521, -0.762, -0.542, 0.421, -0.838, -1.430, 0.420, 0.500, 0.346, -0.697, -1.039, 0.350, -0.976, -0.009, -1.463, 0.421, -0.476, -0.990, -1.583, -0.296, 0.661, 0.832, 0.532, 0.802, -0.859, -1.041, -0.683, 0.263, 0.512, 0.359, 0.416, -0.802, 0.203, 1.363, 0.186, -1.570, -0.767, 0.457, 0.318, 0.076, -0.098, -0.294, 0.451, 0.411, -0.421, 0.313, 0.935, 0.385, 0.111, -0.808, 0.044, 0.187, -1.512, 0.476], "charge": 1, "spin_multiplicity": 2, "homo_lumo_gap_ev": [6.59, 6.60], "s_squared": 0.7510, "lumo_energy_ha": [-0.1000, -0.1000]}

***

Values of DFT total energy, in order: -88971.9658 -239250.3874 -252855.9820, all in eV.